This record from OMol25 describes a 19-piece molecular cluster, H37O19 overall. The level of theory is ωB97M-V/def2-TZVPD.

Calculated values
2S+1 = 2
energy relative to the best compared isomer or geometry (same formula, charge and spin) = 79.8 kJ/mol
frontier orbital gap (alpha / beta) = 9.6076 / 5.0176 eV
⟨S²⟩ = 0.755
HOMO (alpha / beta) = -0.3841 / -0.3841 hartree
E_tot = -39498.5788 eV

Positions of all 56 atoms, in Å:
O -3.76 -0.08 -3.52
H -3.47 -0.92 -3.16
H -2.86 0.22 -3.75
O 2.69 -1.76 -1.74
H -1.22 -1.83 3.87
H 3.41 -1.90 -1.12
O 3.28 2.15 0.24
H 0.25 1.05 -3.59
H 2.74 1.54 -0.32
O -1.37 -1.79 -2.62
H -1.48 -2.11 -1.70
H -1.26 -2.58 -3.17
O -2.79 2.11 -1.13
H -2.64 2.58 -1.96
H 0.50 -0.27 1.66
O 1.48 -3.99 -0.97
H 1.43 -3.23 -1.56
H 2.35 -4.39 -0.91
O 1.94 0.99 -1.47
H -3.73 1.94 -1.25
H 2.75 0.58 -1.83
O -0.40 0.99 -2.88
H -2.70 1.20 2.34
O 3.85 -0.37 1.90
H 3.18 -1.05 1.74
H 3.63 0.34 1.28
O -4.47 -0.16 -1.07
H -3.61 -0.56 -0.89
H -4.39 0.77 -1.24
O 0.35 -0.64 -0.56
H -0.09 -1.09 -1.30
H 0.79 0.26 -0.79
O 1.69 -2.76 1.59
H 3.81 2.73 -0.33
H 2.27 -3.18 0.94
O 0.36 0.38 2.36
H -0.51 4.36 -1.88
H 0.12 0.43 -2.29
O -3.25 1.94 2.65
H 0.39 1.26 1.97
H 1.01 -3.41 1.32
O -2.53 -2.12 0.19
H -2.80 -1.38 0.74
H -1.56 -2.12 0.23
O 0.07 3.63 -2.10
H -0.29 2.74 -1.93
H -2.92 2.51 1.94
O 1.51 3.69 2.52
H 2.23 3.05 2.53
H 1.43 3.88 1.58
O -0.57 -2.43 3.48
H 0.23 -1.89 3.48
H 1.91 -1.31 -1.39
O 0.81 0.63 4.95
H 1.74 0.85 4.89
H 0.48 0.53 4.03

Löwdin charges in e: number 1, O, carries -0.07; number 2, H, carries 0.01; number 3, H, carries 0.02; number 4, O, carries -0.05; number 5, H, carries 0.04; number 6, H, carries 0.07; number 7, O, carries -0.03; number 8, H, carries 0.08; number 9, H, carries -0.03; number 10, O, carries -0.03; number 11, H, carries 0.03; number 12, H, carries 0.08; number 13, O, carries -0.04; number 14, H, carries 0.05; number 15, H, carries 0.02; number 16, O, carries -0.05; number 17, H, carries 0.01; number 18, H, carries 0.05; number 19, O, carries 0.02; number 20, H, carries 0.01; number 21, H, carries 0.09; number 22, O, carries -0.05; number 23, H, carries 0.02; number 24, O, carries -0.05; number 25, H, carries 0.00; number 26, H, carries -0.01; number 27, O, carries -0.04; number 28, H, carries 0.00; number 29, H, carries -0.01; number 30, O, carries -0.07; number 31, H, carries 0.01; number 32, H, carries 0.03; number 33, O, carries -0.07; number 34, H, carries 0.07; number 35, H, carries 0.02; number 36, O, carries -0.04; number 37, H, carries 0.03; number 38, H, carries -0.01; number 39, O, carries -0.06; number 40, H, carries 0.05; number 41, H, carries 0.05; number 42, O, carries -0.03; number 43, H, carries 0.06; number 44, H, carries 0.03; number 45, O, carries -0.06; number 46, H, carries -0.02; number 47, H, carries 0.03; number 48, O, carries -0.05; number 49, H, carries 0.02; number 50, H, carries 0.02; number 51, O, carries -0.06; number 52, H, carries 0.01; number 53, H, carries -0.01; number 54, O, carries -0.08; number 55, H, carries 0.03; number 56, H, carries -0.03